Record 1
ORCA calculation (ωB97M-V/def2-TZVPD) on C54H37I4N7OPbS2 as an isolated structure.

XYZ file:
```
106
Properties=species:S:1:pos:R:3:mulliken_charge:R:1
Pb -0.113 0.678 0.691 1.24
I 9.608 2.366 0.491 0.09
C 7.607 1.776 0.430 -0.13
C 6.668 2.448 1.198 -0.76
C 5.339 2.054 1.150 0.22
C 4.939 0.991 0.346 -1.03
C 5.896 0.326 -0.413 -0.05
C 7.228 0.713 -0.376 -0.72
C 3.502 0.595 0.302 1.83
C 2.972 -0.013 1.436 0.00
C 3.742 -0.322 2.622 -1.70
C 2.876 -0.749 3.563 -1.71
C 1.560 -0.776 2.955 0.05
C 0.412 -1.298 3.542 0.81
C 0.316 -1.254 5.021 0.53
C 0.907 -0.169 5.683 -0.38
C 0.870 -0.035 7.061 -0.80
C 0.202 -0.977 7.823 -0.14
I 0.133 -0.791 9.897 0.09
C -0.453 -2.025 7.196 -0.96
C -0.407 -2.149 5.818 -0.28
C -0.608 -1.855 2.694 0.78
N -0.875 -1.391 1.462 1.36
C -1.847 -2.194 0.915 -1.01
C -2.517 -1.985 -0.279 2.03
C -3.592 -2.954 -0.636 -0.95
C -4.830 -2.921 -0.006 0.22
C -5.825 -3.820 -0.359 -0.87
C -5.574 -4.762 -1.345 -0.19
I -7.071 -6.111 -1.890 0.09
C -4.339 -4.817 -1.974 -0.68
C -3.353 -3.910 -1.619 0.03
C -2.254 -0.974 -1.214 -0.55
C -2.971 -0.784 -2.431 -1.72
C -2.327 0.199 -3.126 -1.68
C -1.204 0.586 -2.338 0.00
N -1.200 -0.101 -1.167 1.45
C -0.123 1.363 -2.818 1.22
C 1.119 1.394 -2.223 -0.07
C 2.308 1.974 -2.797 -1.74
C 3.327 1.704 -1.952 -1.90
C 2.767 0.985 -0.827 -0.08
N 1.439 0.805 -1.020 1.29
C -0.312 2.067 -4.115 -1.06
C -1.039 3.252 -4.165 0.12
C -1.241 3.908 -5.370 -0.77
C -0.712 3.374 -6.535 -0.10
I -1.019 4.352 -8.354 0.10
C 0.019 2.196 -6.503 -0.78
C 0.215 1.549 -5.293 0.13
C -2.128 -3.265 1.826 -1.56
C -1.382 -3.047 2.936 -1.70
N 1.673 -0.366 1.650 1.01
H 6.967 3.275 1.827 0.40
H 4.595 2.572 1.744 0.58
H 5.596 -0.505 -1.040 0.44
H 7.963 0.187 -0.969 0.39
H 4.813 -0.246 2.702 0.67
H 3.109 -1.108 4.551 0.75
H 1.366 0.625 5.110 0.51
H 1.339 0.820 7.528 0.40
H -1.012 -2.746 7.777 0.40
H -0.962 -2.959 5.384 0.14
H -5.015 -2.177 0.759 0.45
H -6.789 -3.783 0.129 0.41
H -4.145 -5.559 -2.736 0.41
H -2.383 -3.946 -2.100 0.47
H -3.844 -1.339 -2.729 0.70
H -2.565 0.582 -4.105 0.67
H 2.351 2.505 -3.734 0.65
H 4.364 1.972 -2.063 0.61
H -1.428 3.673 -3.247 0.46
H -1.804 4.831 -5.397 0.42
H 0.428 1.783 -7.414 0.39
H 0.778 0.624 -5.263 0.52
H -2.789 -4.092 1.629 0.70
H -1.292 -3.708 3.776 0.63
N 1.956 4.622 -0.006 -0.31
C 0.965 3.752 0.296 0.43
S 1.186 2.773 1.724 -0.58
N -0.075 3.728 -0.498 -1.47
N -0.987 2.805 -0.073 0.78
C -2.202 2.909 -0.465 -0.70
C -3.245 2.023 0.009 0.50
C -4.495 2.064 -0.624 -0.71
C -5.548 1.292 -0.188 -0.88
C -5.367 0.463 0.923 -0.19
C -4.153 0.397 1.568 -0.32
C -3.063 1.175 1.136 0.77
O -1.934 1.119 1.812 -0.91
H 2.826 4.582 0.489 0.21
H 1.886 5.142 -0.864 0.26
H -2.468 3.722 -1.142 0.45
H -4.619 2.727 -1.473 0.39
H -6.508 1.341 -0.682 0.40
H -6.198 -0.131 1.285 0.43
H -4.002 -0.239 2.432 0.42
C 1.470 -2.108 -2.870 -0.62
S 0.917 -2.827 -1.316 0.23
C 2.512 -3.109 -0.531 -0.69
H 2.075 -1.220 -2.687 -0.09
H 0.578 -1.811 -3.422 0.16
H 2.034 -2.823 -3.469 0.65
H 3.075 -3.901 -1.025 0.52
H 2.320 -3.399 0.501 0.28
H 3.094 -2.187 -0.523 -0.17
```

Molar mass   1578.89 g/mol
Total energy   -128397.08474 eV
Relative energy (zero: lowest compared OMol25 entry of this formula, charge and spin)   0.251 eV
Highest occupied orbital energy   -0.2610 Ha

Record 2
ORCA calculation (ωB97M-V/def2-TZVPD) on the molecule C3H4N2O.

XYZ file:
```
10
Properties=species:S:1:pos:R:3:nbo_charge:R:1
N 2.366 -0.129 0.118 -0.65
C 1.106 -0.129 0.116 0.37
O 0.378 0.770 -0.613 -0.48
C -1.059 0.700 -0.573 -0.16
C -1.500 -0.396 0.302 0.24
N -1.536 -1.296 1.026 -0.29
H 2.652 -0.891 0.737 0.35
H 0.497 -0.827 0.681 0.16
H -1.444 0.545 -1.588 0.23
H -1.461 1.652 -0.205 0.23
```

Molar mass   84.08 g/mol
Total energy   -8201.85122 eV
Relative energy (zero: lowest compared OMol25 entry of this formula, charge and spin)   2.034 eV
Highest occupied orbital energy   -0.3883 Ha
SMILES   [H]/N=C/OCC#N

Record 3
ORCA calculation (ωB97M-V/def2-TZVPD) on C22H22AuN3O4S4 as an isolated structure.

XYZ file:
```
56
Properties=species:S:1:pos:R:3:mulliken_charge:R:1
Au 1.190 0.393 -2.034 1.02
C 2.823 -1.968 2.979 -0.48
C 1.409 -1.406 2.999 -0.92
S 0.969 -0.145 1.776 0.27
C 1.998 1.268 2.262 -0.88
C 3.454 1.272 1.782 -0.85
S 3.704 0.799 0.051 0.12
C 4.400 -0.872 0.199 -0.95
C 3.365 -2.004 0.170 0.66
S 3.291 -3.076 1.629 -0.15
H 2.933 -2.605 3.860 0.42
H 3.568 -1.179 3.075 0.15
H 1.207 -1.006 3.996 0.47
H 0.695 -2.211 2.814 0.33
H 1.957 1.347 3.351 0.51
H 1.471 2.130 1.849 0.34
H 4.050 0.608 2.402 0.28
H 3.863 2.278 1.887 0.48
H 5.008 -0.909 1.104 0.57
H 5.068 -0.957 -0.655 0.39
H 3.599 -2.702 -0.635 0.32
H 2.376 -1.594 -0.012 -0.84
N -8.681 0.237 0.549 -0.51
C -7.554 0.273 0.329 -0.12
C -6.145 0.319 0.053 0.64
C -5.235 -0.042 1.044 -0.88
C -3.879 -0.018 0.768 -0.07
C -3.429 0.371 -0.489 -1.13
C -4.341 0.748 -1.470 -0.06
C -5.698 0.717 -1.204 -0.86
C -1.975 0.363 -0.798 0.77
C -1.366 -0.872 -1.004 0.92
C -1.931 -2.164 -0.866 -0.34
C -0.943 -3.080 -1.148 -1.41
C 0.209 -2.339 -1.471 -0.30
N -0.034 -1.037 -1.364 -0.20
C -1.330 1.599 -0.871 0.64
C -1.842 2.880 -0.563 -0.42
C -0.805 3.781 -0.696 -1.17
C 0.322 3.041 -1.089 -0.51
N 0.015 1.748 -1.169 -0.25
H -5.592 -0.336 2.021 0.45
H -3.163 -0.297 1.531 0.57
H -3.984 1.056 -2.444 0.51
H -6.414 1.001 -1.963 0.45
H -2.953 -2.367 -0.590 0.59
H -1.013 -4.154 -1.130 0.48
H 1.177 -2.695 -1.789 0.52
H -2.856 3.084 -0.258 0.58
H -0.832 4.844 -0.530 0.46
H 1.323 3.381 -1.310 0.53
O 4.638 0.546 -2.685 -0.57
S 3.437 0.505 -3.461 0.98
O 3.501 0.534 -4.878 -0.57
O 2.531 -0.710 -2.978 -0.52
O 2.447 1.618 -2.926 -0.49
```

Molar mass   717.67 g/mol
Total energy   -82863.06608 eV
Relative energy (zero: lowest compared OMol25 entry of this formula, charge and spin)   0.000 eV
Highest occupied orbital energy   -0.3121 Ha

Record 4
ORCA calculation (ωB97M-V/def2-TZVPD) on a 2-piece molecular cluster, C2H11N3O overall.

XYZ file:
```
17
Properties=species:S:1:pos:R:3:nbo_charge:R:1
C 0.413 -0.195 0.617 0.23
C 0.996 -1.531 0.134 -0.64
O 1.115 0.233 1.757 -0.72
H 2.039 0.454 1.469 0.47
H -0.644 -0.372 0.914 0.14
H -2.688 -1.385 -0.318 0.01
H 2.055 -1.402 -0.174 0.21
H 0.417 -1.926 -0.727 0.23
H 0.948 -2.279 0.953 0.22
N 0.474 0.840 -0.442 -0.16
N -0.079 2.062 0.011 -0.69
N -0.252 0.419 -1.578 -0.67
H -3.013 -0.822 -0.036 -0.01
H -1.019 1.905 0.448 0.32
H 0.568 2.490 0.712 0.37
H -0.050 1.081 -2.361 0.37
H -1.280 0.427 -1.379 0.32
```

Molar mass   93.13 g/mol
Total energy   -8767.53817 eV
Relative energy (zero: lowest compared OMol25 entry of this formula, charge and spin)   2.276 eV
Highest occupied orbital energy   -0.3336 Ha
SMILES   C[C@@H](O)N(N)N.[H][H]

Record 5
ORCA calculation (ωB97M-V/def2-TZVPD) on C8H10O8PY as an isolated structure.

XYZ file:
```
28
Properties=species:S:1:pos:R:3:nbo_charge:R:1
O -4.530 2.695 -0.371 -0.48
C -4.773 1.836 -1.085 0.49
Y -0.440 -0.768 -1.251 2.00
O -2.182 0.717 1.748 -0.33
C -1.747 0.295 0.767 0.44
C -1.332 -2.353 0.431 0.41
O -1.706 -2.995 1.306 -0.30
C -3.608 -1.983 -1.536 0.46
O -3.833 -2.395 -2.621 -0.24
C -3.568 -1.035 -0.665 0.22
O -4.160 -0.315 0.124 -0.31
H 1.098 -0.428 -2.315 -0.39
C 2.215 -2.127 0.585 -0.25
O 1.501 -1.315 -0.368 -0.94
P 2.209 0.100 -1.245 1.57
O 3.137 0.745 -0.076 -0.82
C 2.883 1.019 1.345 -0.28
O 0.727 1.193 -1.077 -0.92
C 0.642 2.467 -0.415 -0.26
H 2.155 -3.139 0.168 0.22
H 1.689 -2.052 1.550 0.20
H 3.255 -1.765 0.645 0.24
H 2.079 0.410 1.782 0.17
H 3.802 0.806 1.908 0.24
H 2.655 2.082 1.505 0.21
H -0.201 2.971 -0.900 0.22
H 0.447 2.344 0.661 0.19
H 1.587 2.992 -0.600 0.23
```

Molar mass   354.04 g/mol
Total energy   -35147.49016 eV
Relative energy (zero: lowest compared OMol25 entry of this formula, charge and spin)   2.903 eV
Charge   +2
Highest occupied orbital energy (spin up / spin down)   -0.5853 / -0.5851 Ha